(1)
Formula: C22H24ClI2OPSbTi
Source: the OMol25 dataset
Level of theory: ωB97M-V with the def2-TZVPD basis set

Last column: Löwdin charge in e.
Element x y z (Å)
1 I -1.47 -2.00 -0.50  1.096
2 I -1.69 1.93 -0.22  1.055
3 Ti 1.12 -0.04 0.09  0.135
4 P 0.41 -0.01 -2.39  0.569
5 C -1.25 -0.03 -3.11  -0.333
6 C 1.14 1.45 -3.19  -0.244
7 H 2.18 -1.65 -2.82  0.045
8 H 1.29 -1.16 -4.30  0.074
9 H 0.54 -2.34 -3.10  0.053
10 C 1.18 -1.44 -3.23  -0.246
11 H 2.12 1.67 -2.76  0.043
12 H 1.26 1.20 -4.26  0.073
13 H -1.13 -0.04 -4.21  0.090
14 H -1.79 0.86 -2.74  -0.013
15 H 0.46 2.31 -3.04  0.060
16 H -1.77 -0.92 -2.73  -0.047
17 C -2.46 -0.10 -0.15  -1.151
18 O -3.65 -0.17 -0.27  -0.072
19 Cl 3.24 0.00 -0.27  0.190
20 C 4.40 -0.47 5.57  -0.048
21 C 4.14 -1.35 4.51  -0.069
22 C 2.97 -1.24 3.72  -0.162
23 C 2.03 -0.25 4.04  -0.353
24 C 2.27 0.66 5.08  -0.101
25 C 3.46 0.54 5.83  -0.057
26 Sb 0.30 -0.07 2.61  1.373
27 C -0.90 -1.72 3.55  -0.338
28 C -2.25 -1.86 3.20  -0.189
29 C -2.93 -3.05 3.52  -0.072
30 C -2.29 -4.03 4.30  -0.052
31 C -1.00 -3.78 4.82  -0.059
32 C -0.32 -2.59 4.50  -0.103
33 C -0.64 1.77 3.52  -0.381
34 C -1.87 1.73 4.20  -0.107
35 C -2.42 2.96 4.62  -0.064
36 C -1.74 4.18 4.46  -0.050
37 C -0.46 4.17 3.87  -0.060
38 C 0.08 2.95 3.41  -0.177
39 H 5.33 -0.57 6.18  0.129
40 H 4.85 -2.15 4.28  0.115
41 H 2.84 -1.90 2.85  0.095
42 H 1.58 1.50 5.28  0.104
43 H 3.66 1.26 6.63  0.117
44 H -2.81 -1.05 2.68  0.093
45 H -3.95 -3.20 3.18  0.113
46 H -2.82 -4.97 4.56  0.126
47 H -0.54 -4.50 5.51  0.121
48 H 0.62 -2.34 5.04  0.111
49 H -2.36 0.78 4.48  0.106
50 H -3.39 2.96 5.14  0.120
51 H -2.18 5.14 4.82  0.128
52 H 0.11 5.10 3.78  0.115
53 H 1.08 2.96 2.95  0.103

- expectation value of S² = 0.76
- frontier orbital gap (alpha / beta) (eV) = 5.792 / 5.911
- spin multiplicity = 2
- LUMO (alpha / beta) (eV) = -8.45 / -8.33
- charge = +2

***

(2)
Formula: C22H24CuN6O3S
Source: the OMol25 dataset
Level of theory: ωB97M-V with the def2-TZVPD basis set

Last column: Löwdin charge in e.
Element x y z (Å)
1 Cu -0.20 0.36 -2.79  0.334
2 N 0.34 -1.41 -9.93  0.120
3 C 0.26 -1.13 -8.82  -0.210
4 C 0.15 -0.77 -7.44  -0.270
5 C 0.74 -1.56 -6.46  -0.063
6 C 0.63 -1.21 -5.12  -0.146
7 C -0.06 -0.06 -4.68  -0.231
8 C -0.64 0.71 -5.71  -0.151
9 C -0.55 0.38 -7.06  -0.065
10 H 1.28 -2.46 -6.75  0.106
11 H 1.09 -1.86 -4.39  0.076
12 H -1.18 1.62 -5.46  0.073
13 H -1.01 1.00 -7.82  0.105
14 C 1.01 -1.67 2.96  -0.072
15 C 0.84 -2.68 1.84  -0.207
16 N -0.11 -2.27 0.80  -0.080
17 C -1.52 -2.39 1.12  -0.208
18 C -2.18 -1.08 1.56  -0.062
19 C 0.28 -1.66 -0.35  -0.423
20 C 1.76 -1.51 -0.59  -0.016
21 N -0.51 -1.23 -1.28  0.103
22 H 1.77 -1.98 3.68  0.079
23 H 0.09 -1.54 3.53  0.070
24 H 1.33 -0.70 2.59  0.059
25 H 0.47 -3.63 2.24  0.114
26 H 1.79 -2.91 1.37  0.100
27 H -1.60 -3.12 1.93  0.117
28 H -2.05 -2.81 0.27  0.114
29 H -1.71 -0.69 2.46  0.069
30 H -3.24 -1.24 1.76  0.078
31 H -2.09 -0.31 0.79  0.045
32 H 2.22 -2.49 -0.70  0.089
33 H 2.25 -0.99 0.23  0.084
34 H 1.90 -0.96 -1.52  0.065
35 H -1.49 -1.40 -1.08  0.046
36 O 2.71 0.34 4.79  -0.371
37 S 1.74 0.72 5.80  0.392
38 O 2.26 1.51 6.89  -0.355
39 O 0.83 -0.35 6.19  -0.365
40 C 0.58 1.83 4.93  -0.337
41 N -0.21 2.62 5.65  0.125
42 C -1.09 3.35 4.98  -0.122
43 C -1.21 3.32 3.60  -0.004
44 C -0.33 2.47 2.94  -0.235
45 N 0.57 1.74 3.60  0.164
46 C -0.29 2.30 1.47  -0.145
47 C -1.43 2.35 0.67  -0.018
48 C -1.32 2.02 -0.67  -0.129
49 N -0.17 1.69 -1.25  -0.016
50 C 0.94 1.74 -0.50  -0.118
51 C 0.92 2.02 0.85  0.014
52 H -1.72 4.00 5.58  0.106
53 H -1.93 3.93 3.07  0.103
54 H -2.40 2.57 1.10  0.115
55 H -2.20 1.98 -1.30  0.114
56 H 1.86 1.51 -1.01  0.114
57 H 1.83 1.97 1.44  0.124

- frontier orbital gap (eV) = 7.239
- LUMO (eV) = 1.65
- charge = -1

***

(3)
Formula: C22H24F2N2O3
Source: the OMol25 dataset
Level of theory: ωB97M-V with the def2-TZVPD basis set

Last column: Löwdin charge in e.
Element x y z (Å)
1 O -4.23 -1.54 -1.28  0.078
2 C -3.19 -1.40 -0.67  -0.459
3 N -2.16 -0.65 -1.13  0.096
4 C -2.27 0.16 -2.32  -0.130
5 C -2.73 1.60 -2.00  -0.148
6 O -2.29 2.07 -0.75  -0.047
7 C -0.99 2.45 -0.56  -0.205
8 C 0.04 2.35 -1.48  -0.027
9 C 1.33 2.75 -1.13  -0.095
10 C 1.60 3.26 0.13  -0.096
11 C 0.57 3.38 1.05  -0.001
12 C -0.70 2.99 0.70  -0.220
13 F -1.71 3.14 1.58  0.089
14 C -2.92 -2.12 0.65  -0.200
15 C -3.40 -1.28 1.84  -0.126
16 C -2.55 -0.03 2.00  -0.073
17 C -1.06 -0.25 1.90  -0.439
18 O -0.26 0.59 2.29  0.067
19 N -0.62 -1.37 1.27  -0.068
20 C 0.81 -1.55 1.11  -0.125
21 C 1.29 -1.02 -0.25  -0.117
22 C 2.79 -0.99 -0.30  -0.224
23 C 3.52 -2.00 -0.91  -0.046
24 C 4.91 -1.95 -0.93  -0.076
25 C 5.58 -0.90 -0.34  -0.017
26 C 4.84 0.10 0.26  -0.265
27 F 5.48 1.14 0.84  0.057
28 C 3.46 0.07 0.30  0.040
29 C -1.46 -2.50 0.88  -0.112
30 H -1.38 -0.46 -0.52  0.104
31 H -3.00 -0.31 -2.98  0.126
32 H -1.29 0.15 -2.82  0.110
33 H -3.82 1.60 -1.91  0.134
34 H -2.43 2.28 -2.81  0.129
35 H -0.14 1.97 -2.47  0.105
36 H 2.12 2.65 -1.86  0.109
37 H 2.60 3.55 0.39  0.107
38 H 0.74 3.78 2.04  0.126
39 H -3.51 -3.04 0.61  0.152
40 H -3.33 -1.89 2.74  0.123
41 H -4.44 -1.00 1.70  0.125
42 H -2.80 0.71 1.23  0.114
43 H -2.74 0.46 2.95  0.133
44 H 1.30 -0.97 1.90  0.126
45 H 1.06 -2.60 1.23  0.134
46 H 0.90 -1.65 -1.05  0.117
47 H 0.91 -0.01 -0.37  0.101
48 H 3.01 -2.82 -1.38  0.110
49 H 5.46 -2.74 -1.41  0.105
50 H 6.66 -0.84 -0.35  0.115
51 H 2.91 0.87 0.78  0.118
52 H -1.41 -3.26 1.67  0.136
53 H -1.04 -2.93 -0.03  0.132

- frontier orbital gap (eV) = 9.289
- LUMO (eV) = 0.59
- charge = 0

***

(4)
Formula: C22H24FN3O3
Source: the OMol25 dataset
Level of theory: ωB97M-V with the def2-TZVPD basis set

Last column: Löwdin charge in e.
Element x y z (Å)
1 O 3.03 1.39 -0.59  0.055
2 C 2.11 1.97 -1.15  -0.486
3 C 1.42 1.45 -2.35  0.020
4 C 1.54 0.19 -2.77  -0.201
5 C 0.74 -0.40 -3.91  -0.142
6 C 1.67 -1.46 -4.49  -0.189
7 C 2.35 -2.06 -3.25  -0.176
8 C 2.46 -0.89 -2.24  -0.126
9 N 1.64 3.18 -0.71  0.075
10 C 1.88 3.53 0.68  -0.088
11 C 0.88 2.83 1.56  -0.414
12 C 0.89 2.76 3.10  0.007
13 C -0.16 1.66 2.80  -0.390
14 N -0.56 0.76 3.86  0.159
15 C -1.66 -0.08 3.73  -0.417
16 O -2.52 -0.14 4.58  0.083
17 C -1.75 -0.92 2.52  -0.169
18 C -0.82 -1.46 1.68  0.061
19 C -1.54 -2.27 0.75  -0.089
20 C -1.18 -3.06 -0.35  -0.227
21 F 0.12 -3.16 -0.67  0.067
22 C -2.12 -3.73 -1.08  -0.019
23 C -3.48 -3.63 -0.72  -0.084
24 C -3.89 -2.86 0.35  -0.021
25 C -2.90 -2.19 1.07  -0.189
26 N -3.01 -1.36 2.16  0.150
27 C -1.26 2.51 2.15  -0.099
28 O -0.45 3.33 1.28  -0.065
29 C 0.69 1.31 1.56  -0.025
30 H 0.72 2.11 -2.85  0.111
31 H -0.15 -0.88 -3.49  0.126
32 H 0.40 0.35 -4.63  0.115
33 H 1.15 -2.21 -5.08  0.105
34 H 2.42 -0.99 -5.14  0.113
35 H 1.75 -2.87 -2.83  0.096
36 H 3.33 -2.47 -3.48  0.104
37 H 3.47 -0.51 -2.11  0.115
38 H 2.13 -1.18 -1.24  0.115
39 H 0.74 3.46 -1.06  0.128
40 H 2.88 3.22 0.95  0.131
41 H 1.80 4.62 0.80  0.133
42 H 1.82 2.35 3.50  0.133
43 H 0.56 3.65 3.64  0.129
44 H -0.63 1.23 4.75  0.148
45 H 0.25 -1.34 1.74  0.118
46 H -1.81 -4.34 -1.92  0.115
47 H -4.21 -4.17 -1.30  0.104
48 H -4.94 -2.79 0.61  0.109
49 H -3.83 -1.17 2.71  0.164
50 H -1.96 1.91 1.57  0.132
51 H -1.81 3.14 2.86  0.135
52 H 0.17 0.89 0.70  0.123
53 H 1.60 0.77 1.78  0.135

- frontier orbital gap (eV) = 8.825
- LUMO (eV) = 0.37
- charge = 0

***

Sequential energy relative to the best compared isomer or geometry (same formula, charge and spin) output: 0.835 0.000 0.000 2.175 eV